# 1
DFT (ωB97M-V/def2-TZVPD) results for a 5-piece molecular cluster, C19H40BClFNO22PS4 overall at a distorted geometry.

Each line ends with the Löwdin charge.
Cartesian coordinates (Å):
Cl: -0.838 -5.813 3.774  0.59
H: 2.517 -1.223 0.701  0.15
H: 1.199 1.643 -2.061  0.07
F: -0.443 -0.603 0.347  0.07
H: -5.806 -0.325 0.363  0.13
C: 0.912 -2.102 1.740  -0.29
H: 0.167 3.045 -1.813  0.07
C: -5.123 0.252 -1.634  -0.15
S: 4.615 -3.856 -2.856  0.57
O: 3.724 -4.924 -2.570  -0.21
C: -0.911 1.254 -2.424  -0.21
O: -6.068 3.623 -1.339  -0.20
H: 0.519 -3.149 4.529  0.12
B: 3.504 -2.876 1.872  -0.63
H: -1.286 6.650 -0.689  0.14
H: 7.428 -3.152 -3.452  0.14
H: 1.495 -5.847 3.516  0.08
O: 5.486 -3.524 -1.545  -0.21
N: -0.017 -1.895 0.517  0.06
H: 2.005 -1.622 4.321  0.07
H: 0.230 7.730 -2.698  0.14
O: 1.233 0.635 1.970  -0.21
H: 0.986 -5.384 5.158  0.08
H: 0.531 2.480 -3.456  0.07
S: -1.939 5.336 -3.739  0.59
H: 0.254 -0.002 -3.744  0.13
H: -1.064 0.194 3.433  0.05
H: 0.487 -4.218 1.697  0.13
H: -1.738 1.780 -2.902  0.10
H: -0.892 -2.409 0.639  0.20
O: 5.802 -4.397 -3.744  -0.17
O: 1.848 -0.735 3.978  -0.06
C: 0.664 -2.462 -0.733  -0.15
O: -3.667 3.261 2.425  -0.19
H: 2.778 -2.764 -0.936  0.11
H: 7.778 -4.901 -3.444  0.14
O: -1.287 3.570 1.974  -0.19
O: -2.029 1.682 3.361  -0.24
O: 4.117 -2.629 -3.365  -0.22
O: -1.990 5.384 -2.149  -0.20
C: 6.773 -4.173 -1.645  -0.15
H: 1.243 -2.120 -2.693  0.15
C: 0.370 -3.381 2.393  -0.16
C: -0.672 -0.062 -3.162  -0.18
O: 4.100 -2.231 2.922  0.18
H: -7.037 0.495 -0.633  0.14
H: 1.344 -0.652 -1.719  0.14
H: -4.110 -0.073 -1.390  0.13
H: 0.012 -3.287 -1.025  0.17
H: -4.903 3.211 4.082  0.14
C: 1.992 -3.035 -0.234  -0.07
C: -3.419 4.799 4.150  -0.14
H: -1.215 1.032 -1.398  0.10
C: -0.751 7.265 -2.719  -0.15
H: -0.054 5.629 -1.467  0.13
O: -0.871 6.504 -3.930  -0.18
C: 2.284 -2.236 1.054  -0.12
O: -1.347 4.115 -4.156  -0.22
O: 3.865 -4.159 1.546  0.18
C: -0.950 6.227 -1.632  -0.15
C: -5.975 0.437 -0.392  -0.15
C: 0.725 -1.534 -1.921  -0.17
C: 0.314 2.165 -2.436  -0.09
H: -5.214 4.529 2.923  0.14
H: 1.906 -4.106 -0.093  0.13
O: -5.544 1.703 0.130  -0.20
H: 2.059 -3.566 3.755  0.10
H: 7.489 -3.619 -1.045  0.14
C: 7.078 -4.133 -3.130  -0.13
S: -2.186 3.032 2.923  0.60
H: -1.528 8.031 -2.702  0.14
C: -4.445 3.949 3.424  -0.13
H: 6.683 -5.196 -1.278  0.14
H: -1.479 -0.296 -3.854  0.12
O: -2.265 3.937 4.222  -0.18
H: -5.565 -0.423 -2.362  0.14
H: -3.714 5.067 5.159  0.14
C: 0.820 -5.224 4.098  -0.54
O: -3.197 5.742 -4.247  -0.20
S: -5.063 2.668 -1.051  0.58
C: 0.979 -3.753 3.743  -0.25
O: -0.610 -0.666 3.294  -0.10
H: 4.703 -4.265 1.082  0.12
H: 4.560 -1.397 2.779  0.13
O: -3.731 3.069 -0.769  -0.22
H: -3.155 5.695 3.588  0.14
O: -0.579 -1.210 -2.298  -0.14
P: 0.871 -0.534 2.759  0.47
H: -0.704 -3.244 2.542  0.11
O: -5.069 1.565 -2.203  -0.18

HOMO level (eV): -12.2
Net charge: +1
Electronic energy (Ha): -4976.829516
Gap between HOMO and LUMO (eV): 9.97
LUMO energy (eV): -2.22

# 2
DFT (ωB97M-V/def2-TZVPD) results for an isolated ion of composition C2H7N4 and charge +1 at a distorted geometry.

Each line ends with the Löwdin charge.
Cartesian coordinates (Å):
N: -1.252 -0.994 2.539  0.11
H: 1.456 -1.253 -1.388  0.10
H: -0.461 2.021 0.446  0.14
H: -1.951 -0.674 3.241  0.12
C: 0.162 0.183 -0.398  -0.36
N: 0.001 1.481 -0.264  0.23
H: 0.244 -0.499 -2.581  0.16
H: 0.151 -1.635 0.670  0.18
C: 0.930 -0.293 -1.618  0.01
H: 0.354 1.980 -1.003  0.10
H: 1.718 0.501 -1.888  0.12
N: -0.200 -0.650 0.567  0.09
N: -1.151 -0.168 1.679  0.01

HOMO level (eV): -15.0
Net charge: +1
Electronic energy (Ha): -299.124940
Gap between HOMO and LUMO (eV): 10.71
LUMO energy (eV): -4.27
ΔE to the lowest compared entry with this formula, charge and spin (kJ/mol): 254.96

# 3
DFT (ωB97M-V/def2-TZVPD) results for a single C5H11NO molecule.

Each line ends with the Löwdin charge.
Cartesian coordinates (Å):
H: -3.535 1.155 -0.975  0.07
C: -1.394 1.183 -0.076  -0.30
H: -0.234 0.066 1.920  0.11
H: 2.683 -1.804 -0.649  0.07
C: -2.707 0.479 -1.160  -0.01
H: 1.981 -0.276 -1.203  0.07
O: -2.063 0.190 0.450  -0.08
C: 1.109 -1.031 0.642  -0.25
H: 0.298 -1.582 0.152  0.11
H: -2.201 0.730 -2.099  0.06
N: -0.061 1.145 0.160  0.01
C: 0.541 0.282 1.177  -0.21
H: -3.025 -0.569 -1.213  0.07
H: 1.428 -1.634 1.503  0.11
H: 0.467 1.942 -0.161  0.12
C: 2.283 -0.841 -0.314  -0.12
H: 3.101 -0.293 0.172  0.07
H: 1.330 0.858 1.674  0.12

HOMO level (eV): -7.7
Electronic energy (Ha): -326.958843
Gap between HOMO and LUMO (eV): 8.62
LUMO energy (eV): 0.95
ΔE to the lowest compared entry with this formula, charge and spin (kJ/mol): 452.91

# 4
DFT (ωB97M-V/def2-TZVPD) results for C12H17BN6ORe as an isolated structure at a distorted geometry.

Each line ends with the Löwdin charge.
Cartesian coordinates (Å):
N: 0.804 -1.339 -0.835  -0.13
H: -1.272 -0.924 2.431  0.06
H: -1.306 -2.415 -3.512  0.14
H: -0.596 3.736 -0.180  0.09
H: -5.025 -1.648 -0.108  0.13
C: -3.359 -1.965 -1.527  0.01
O: 1.688 0.462 1.744  0.03
C: -0.668 2.728 0.254  -0.04
H: 1.018 -3.784 -2.970  0.16
C: 2.301 -2.940 -1.312  0.02
H: 0.272 2.795 -2.647  0.12
H: -1.055 -0.418 -5.257  0.15
Re: -0.177 0.313 -0.265  1.66
C: -0.322 -0.482 2.762  -0.03
C: 0.503 0.080 1.625  -0.53
N: -0.229 0.741 -2.343  -0.15
H: 0.282 2.565 0.775  0.05
B: -0.984 -1.684 -2.626  -0.46
C: -4.009 -1.458 -0.404  0.01
C: 1.220 -3.066 -2.188  0.02
H: -3.191 -0.052 1.162  0.13
C: -0.351 1.559 -4.430  0.00
H: -0.546 0.331 3.475  0.11
H: 0.261 -1.267 3.272  0.11
C: -0.743 0.222 -4.447  0.00
N: -0.686 -0.267 -3.199  -0.01
H: -0.285 2.240 -5.258  0.12
H: -1.520 2.695 0.935  0.07
N: -1.895 -0.647 -0.432  -0.13
N: 0.327 -2.109 -1.920  0.02
H: 2.592 -1.362 0.300  0.12
H: -3.692 -2.636 -2.306  0.16
C: -3.094 -0.648 0.267  -0.04
H: -0.862 2.090 -0.699  0.00
N: -2.102 -1.512 -1.559  0.03
C: -0.044 1.863 -3.099  -0.07
C: 2.034 -1.847 -0.490  -0.03
H: 3.181 -3.552 -1.262  0.12

HOMO level (spin up / spin down) (eV): -16.1 / -16.1
Expectation value of S²: 3.779
Net charge: +2
Spin multiplicity: 4
Electronic energy (Ha): -973.755843
Gap between HOMO and LUMO (spin up / spin down) (eV): 7.97 / 6.54
LUMO energy (spin up / spin down) (eV): -8.13 / -9.55
ΔE to the lowest compared entry with this formula, charge and spin (kJ/mol): 0.00

# 5
DFT (ωB97M-V/def2-TZVPD) results for a 12-piece molecular cluster, C34H90N2O18 overall at a distorted geometry.

Each line ends with the Löwdin charge.
Cartesian coordinates (Å):
C: 2.982 1.856 4.728  -0.28
H: 3.679 3.210 -4.753  0.10
O: -5.074 0.470 0.688  -0.05
H: -3.364 -3.508 0.228  0.08
H: 0.088 2.241 5.640  0.09
H: -4.521 -2.451 -4.995  0.08
H: 3.950 -1.021 2.711  0.10
H: 0.965 4.470 1.171  0.02
H: 0.421 -2.678 2.037  0.08
O: 5.704 3.383 -4.634  -0.07
H: -3.789 -1.846 3.456  0.05
H: -0.578 1.757 0.245  0.11
C: 0.538 -0.428 3.218  -0.03
H: 0.797 -2.568 5.940  0.07
C: 0.094 -1.694 4.011  -0.46
H: 3.438 2.196 6.533  0.09
H: -3.300 -4.948 -3.067  0.09
H: -1.755 -5.115 -1.088  0.12
C: -1.566 -3.968 3.490  -0.15
C: -2.580 -2.378 -3.885  -0.45
H: -2.013 -3.724 2.527  0.10
O: 2.167 -0.798 -2.840  -0.13
C: -4.148 -2.379 -3.973  -0.02
H: -2.093 -4.883 3.759  0.12
H: -4.612 2.507 -2.120  0.09
O: 4.797 -2.456 1.481  -0.06
H: 4.568 0.943 1.716  0.11
H: 0.541 3.155 -4.233  0.05
H: -0.012 -2.590 -0.805  0.08
H: 0.450 6.521 -2.357  0.11
C: -3.374 -3.135 -0.796  -0.03
O: 0.205 0.678 -1.766  -0.08
C: -2.074 -2.906 4.486  -0.48
H: -3.230 -0.163 0.193  0.09
H: 1.951 -1.605 5.268  0.08
H: 0.488 -0.826 5.914  0.08
C: -2.035 -2.981 -1.429  -0.48
H: -0.525 -4.466 -2.167  0.11
C: -1.939 -3.738 -4.278  -0.12
H: 0.165 0.504 3.642  0.07
H: 2.089 1.228 -0.841  0.12
H: 0.404 5.604 -4.743  0.11
C: 1.055 0.962 -0.622  -0.21
C: -1.986 -3.393 5.950  -0.03
H: -1.420 -0.348 -2.123  0.05
H: 2.095 0.331 -5.428  0.07
H: 5.919 -0.167 -0.397  0.10
N: -1.378 -1.657 4.187  -0.07
C: -1.005 -2.554 -0.357  -0.02
C: 4.223 2.462 -2.822  -0.20
H: 1.936 -1.866 -4.745  0.08
O: -1.024 5.272 -1.685  -0.06
H: 3.170 -1.242 1.121  0.11
O: -3.591 0.822 3.330  -0.06
H: 0.523 0.620 -4.812  0.06
H: -2.443 3.115 -2.134  0.08
H: 1.627 -0.476 3.237  0.06
H: -4.120 -3.705 -1.350  0.08
H: 4.224 -3.210 1.324  0.08
H: -2.487 1.690 -1.186  0.05
H: -0.899 -3.702 -4.602  0.10
H: -2.057 0.759 2.010  0.11
O: 1.262 2.175 -6.052  -0.12
H: 0.670 0.064 -2.339  0.03
H: -0.957 -1.273 -4.954  0.05
H: 1.080 0.024 -0.067  0.10
H: -2.425 -1.451 -5.909  0.08
H: 4.234 4.492 -3.717  0.12
H: 3.174 5.010 1.405  0.08
O: -4.307 2.703 -1.231  -0.10
C: 2.459 5.502 2.063  -0.13
H: 0.170 -0.392 2.193  0.06
O: 3.889 2.245 5.687  -0.04
C: -3.576 -2.669 4.138  -0.02
H: -2.204 0.043 4.356  0.04
H: -4.157 -2.404 5.022  0.08
C: 1.140 0.785 -5.695  -0.13
H: -3.824 -2.175 -0.546  0.07
C: 4.977 0.032 1.280  -0.20
H: -0.379 4.775 -1.177  0.04
C: -1.576 -4.396 -1.888  -0.14
H: 1.708 2.198 -6.901  0.08
H: -2.428 -4.077 -5.191  0.11
O: 1.164 4.850 2.030  -0.14
H: -2.403 -2.668 6.648  0.08
H: 0.871 3.249 -1.361  0.06
H: -0.899 4.604 -4.365  0.11
O: 0.769 3.314 -0.408  -0.07
C: -2.045 -1.300 -4.899  -0.03
H: 1.159 2.448 3.892  0.09
H: -4.546 -1.449 -3.567  0.08
C: -2.884 2.704 -1.227  -0.15
H: 0.672 0.255 -6.525  0.09
H: -2.235 -0.254 -4.656  0.08
H: -1.012 -3.635 6.375  0.06
C: 1.668 2.639 4.836  -0.26
C: -3.817 -0.001 1.097  -0.26
H: 2.217 -2.829 -3.367  0.08
C: 4.121 -1.221 1.653  -0.23
C: -0.076 -4.244 3.458  -0.14
H: 1.816 3.716 4.912  0.12
O: 0.841 3.837 -3.628  -0.07
H: 3.126 -0.747 -2.835  0.09
H: 4.214 1.415 -3.126  0.10
H: -4.943 1.270 0.174  0.05
N: -2.027 -2.031 -2.557  -0.12
H: 5.960 -0.102 1.731  0.13
H: 3.275 2.660 -2.323  0.09
O: -2.296 -0.733 -2.201  -0.02
H: 2.780 5.511 3.105  0.07
H: 0.328 -4.573 4.416  0.10
H: 0.678 -2.145 -3.560  0.06
C: 0.865 -1.667 5.331  -0.03
C: -3.128 0.962 2.010  -0.22
H: 1.688 -3.003 3.216  0.11
C: 4.407 3.448 -3.979  -0.21
O: 5.285 2.756 -1.866  -0.07
C: 0.039 4.963 -3.940  -0.22
H: 0.302 -4.901 2.675  0.10
H: -0.890 -3.313 0.417  0.07
H: 0.844 1.924 1.211  0.12
H: -2.433 -4.368 6.147  0.08
C: 1.734 -1.902 -3.675  -0.12
O: 0.993 2.108 5.931  -0.05
H: 3.404 2.043 3.741  0.11
H: -0.959 6.689 -3.234  0.11
H: 2.410 6.541 1.737  0.07
C: 0.615 -2.856 3.095  -0.11
H: -4.049 -3.549 3.702  0.08
C: 0.473 2.042 0.193  -0.20
H: -2.487 3.340 -0.436  0.08
H: 5.419 1.973 -1.327  0.03
H: -0.952 -1.536 0.031  0.07
H: 5.609 2.967 -5.494  0.07
H: -4.540 0.844 3.185  0.10
C: -2.220 -4.881 -3.198  -0.15
H: 2.871 0.774 4.798  0.10
O: 5.143 0.315 -0.101  -0.08
H: -4.021 -0.996 1.494  0.11
C: -0.363 5.914 -2.752  -0.22
H: -1.886 -5.854 -3.559  0.11
O: -1.816 -0.545 5.008  -0.01
H: -3.333 1.962 1.627  0.12
H: -4.694 -3.121 -3.391  0.06

HOMO level (eV): -8.3
Electronic energy (Ha): -2812.959375
Gap between HOMO and LUMO (eV): 8.21
LUMO energy (eV): -0.09